Density functional theory data (ωB97M-V with the def2-TZVPD basis set) for a structure of composition C38H58BN12SSbSi3Sn.

Last column: Löwdin charge in e.
Cartesian coordinates (Å):
Sn: -0.055 1.363 -0.161  1.0066
C: 3.007 0.553 -2.027  -0.0642
C: 3.200 1.117 -0.662  -0.3288
C: 4.400 1.370 -0.002  0.0100
C: 4.043 1.982 1.182  -0.0319
N: 2.709 2.075 1.235  0.0348
N: 2.182 1.537 0.100  -0.0368
B: 1.827 2.954 2.174  -0.6503
N: 0.714 2.109 2.850  0.0304
C: 0.420 2.006 4.153  -0.0191
C: -0.693 1.202 4.287  0.0086
C: -1.044 0.834 2.987  -0.3388
C: -2.183 -0.016 2.537  -0.0292
N: -0.177 1.391 2.133  -0.0350
N: 1.155 4.004 1.245  0.0417
C: 1.361 5.323 1.134  -0.0395
C: 0.540 5.825 0.152  0.0097
C: -0.157 4.723 -0.345  -0.3166
C: -1.202 4.758 -1.408  -0.0284
N: 0.238 3.618 0.304  -0.0110
N: 2.645 3.540 3.306  -0.0134
C: 2.630 4.718 3.981  -0.0769
C: 3.455 4.595 5.068  -0.0113
C: 3.948 3.275 5.000  -0.3467
C: 4.895 2.590 5.931  -0.0272
N: 3.450 2.646 3.951  0.1060
H: 3.903 0.024 -2.344  0.0900
H: 2.160 -0.131 -2.058  -0.0058
H: 2.812 1.351 -2.745  0.0790
H: 5.393 1.151 -0.353  0.1148
H: 4.647 2.352 1.991  0.1203
H: 1.025 2.496 4.897  0.1285
H: -1.186 0.913 5.200  0.1157
H: -2.526 -0.649 3.354  0.0957
H: -3.026 0.595 2.212  0.0662
H: -1.887 -0.660 1.708  0.0165
H: 2.097 5.829 1.729  0.1159
H: 0.457 6.846 -0.176  0.1154
H: -1.147 5.714 -1.924  0.0898
H: -1.076 3.958 -2.131  0.0132
H: -2.200 4.668 -0.973  0.0773
H: 1.999 5.544 3.708  0.1101
H: 3.666 5.345 5.811  0.1062
H: 5.177 3.251 6.747  0.0771
H: 4.441 1.694 6.355  0.0783
H: 5.802 2.285 5.409  0.0784
S: -0.143 1.569 -2.738  0.6087
C: -1.772 0.904 -2.756  -0.7707
N: -2.210 0.078 -3.671  0.0615
N: -1.391 -0.299 -4.613  0.0082
C: -1.778 -1.221 -5.600  -0.2435
C: -0.818 -1.630 -6.519  -0.0398
C: -1.158 -2.544 -7.503  -0.0782
C: -2.448 -3.051 -7.572  -0.0855
C: -3.398 -2.632 -6.650  -0.0741
C: -3.074 -1.719 -5.660  -0.0341
N: -2.734 1.181 -1.808  0.0412
N: -2.385 1.890 -0.829  -0.0890
C: -3.398 2.117 0.150  -0.2814
C: -3.090 3.023 1.159  -0.0549
C: -4.016 3.282 2.158  -0.0653
C: -5.244 2.636 2.149  -0.0711
C: -5.549 1.737 1.132  -0.0655
C: -4.634 1.475 0.127  -0.0328
H: -0.431 0.034 -4.595  0.0760
H: 0.189 -1.232 -6.464  0.1127
H: -0.411 -2.858 -8.219  0.1076
H: -2.712 -3.762 -8.342  0.1049
H: -4.408 -3.018 -6.703  0.1078
H: -3.812 -1.384 -4.945  0.1060
H: -2.124 3.512 1.162  0.0935
H: -3.776 3.986 2.944  0.1117
H: -5.967 2.835 2.929  0.1088
H: -6.509 1.239 1.123  0.1105
H: -4.863 0.784 -0.672  0.1064
C: 1.262 -4.957 -1.889  -0.2095
Si: 1.657 -3.127 -1.875  0.3207
C: 1.337 -2.427 -3.583  -0.2172
C: 3.443 -2.892 -1.350  -0.2073
Sb: 0.149 -1.874 -0.189  0.8806
Si: 1.206 -2.661 2.029  0.3144
C: 1.829 -4.415 1.837  -0.2118
C: 2.585 -1.444 2.362  -0.2083
C: -0.037 -2.641 3.423  -0.2004
Si: -2.036 -3.203 -0.522  0.3106
C: -2.325 -3.287 -2.364  -0.2107
C: -3.476 -2.317 0.277  -0.2152
C: -1.848 -4.901 0.242  -0.2095
H: 1.954 -5.459 -2.573  0.0449
H: 0.250 -5.154 -2.243  0.0185
H: 1.381 -5.413 -0.906  0.0171
H: 2.110 -2.779 -4.272  0.0465
H: 1.337 -1.336 -3.602  -0.0005
H: 0.373 -2.765 -3.967  0.0159
H: 4.103 -3.098 -2.197  0.0437
H: 3.709 -3.588 -0.553  0.0214
H: 3.656 -1.885 -0.993  0.0026
H: 2.583 -4.519 1.057  0.0066
H: 1.006 -5.096 1.612  0.0240
H: 2.279 -4.739 2.779  0.0424
H: 3.297 -1.399 1.534  0.0215
H: 3.138 -1.721 3.264  0.0443
H: 2.187 -0.439 2.518  0.0131
H: -0.924 -3.237 3.203  0.0279
H: -0.344 -1.628 3.676  0.0022
H: 0.441 -3.071 4.308  0.0454
H: -2.544 -2.296 -2.764  0.0073
H: -3.189 -3.926 -2.569  0.0481
H: -1.476 -3.697 -2.910  0.0092
H: -3.565 -1.283 -0.068  0.0108
H: -3.411 -2.317 1.365  0.0238
H: -4.395 -2.841 0.001  0.0453
H: -1.056 -5.485 -0.228  0.0150
H: -2.786 -5.450 0.122  0.0419
H: -1.639 -4.836 1.311  0.0197

Output
- net charge = +1
- maximum force (eV/A) = 0.34
- LUMO energy (spin up / spin down) (hartree) = -0.116 / -0.141
- ⟨S²⟩ = 0.81
- E (eV) = -105742.795
- multiplicity = 2
- energy above the lowest of the compared OMol25 structures with the same formula, charge and spin (kcal/mol) = 0.0